Density functional theory data (the ωB97M-V functional and the def2-TZVPD basis) for C15H19N2OPd as an isolated structure.

The geometry in XYZ format:
```
38
Properties=species:S:1:pos:R:3:mulliken_charge:R:1
Pd 0.55089 -1.03273 0.52036 0.763
O 0.24407 -2.45343 -1.19945 -0.529
N -0.61424 -1.31828 -2.96224 0.246
N 1.90827 0.02817 -0.73403 -0.401
C -1.00416 -1.48158 2.17896 -0.338
C 0.81617 -0.14975 2.67692 -0.671
C -1.28648 -0.34118 -2.11604 -1.090
C 0.09204 -2.32529 2.41899 -0.530
C 3.27746 1.79494 -1.56572 -0.321
C 4.21792 2.19464 -2.47897 -0.534
C 0.04784 -2.34876 -2.42458 0.786
C 3.34874 -0.47244 -2.54452 -0.030
C -0.81762 -1.16564 -4.39831 -1.132
C -0.55823 -0.12465 2.33004 -0.288
C 4.72856 1.29217 -3.41670 -0.343
C 1.22789 -1.50077 2.71702 -0.166
C 0.56111 -3.43032 -3.33660 -1.485
C 4.29037 -0.03620 -3.43828 -0.668
C 2.80693 0.44017 -1.57440 0.099
H 3.00982 -1.49965 -2.52721 0.507
H -0.00115 -1.61221 -4.95688 0.382
H 2.87351 2.47856 -0.83205 0.434
H 2.21906 -1.85568 2.94977 0.431
H -2.18031 0.01049 -2.62717 0.459
H -1.59120 -0.80317 -1.17838 0.376
H -1.75804 -1.61899 -4.71891 0.335
H 1.43751 0.70875 2.87315 0.447
H 1.38720 -3.06126 -3.94732 0.364
H -0.64059 0.51415 -1.90709 0.255
H -1.17573 0.75502 2.24159 0.398
H 5.47330 1.62259 -4.12744 0.406
H 4.57096 3.21676 -2.47361 0.386
H -0.21814 -3.78442 -4.01045 0.445
H 0.91789 -4.25222 -2.72458 0.331
H -0.84310 -0.10489 -4.63873 0.421
H 0.08772 -3.40278 2.38637 0.423
H -2.01034 -1.79279 1.94855 0.436
H 4.70530 -0.72511 -4.16165 0.395
```

Values from the calculation:
Kohn-Sham gap (spin up / spin down)   9.038 / 7.656 eV
<S²>   6.07
2S+1   5
Charge   +1
Energy above the lowest of the compared OMol25 structures with the same formula, charge and spin   1.1 kJ/mol

=====

Density functional theory data (the ωB97M-V functional and the def2-TZVPD basis) for a 2-piece molecular cluster, C4H8N4 overall at a distorted geometry.

The geometry in XYZ format:
```
16
Properties=species:S:1:pos:R:3:mulliken_charge:R:1
N 2.02767 0.72942 0.44952 -0.854
N 0.47007 -0.21777 -0.91463 -0.585
N -1.78871 0.33360 -0.30776 -0.150
N 0.91411 0.80899 -0.16362 0.611
C -1.91302 -0.84325 0.38150 -0.551
C 1.55598 -1.00799 -0.84037 -0.233
C 2.47024 -0.48326 0.13891 -0.144
C -1.42129 1.48910 0.15730 -0.882
H -1.06243 2.14618 -0.49306 0.521
H -1.81660 -1.52281 -0.49881 0.229
H 1.66885 -1.98184 -1.33846 0.360
H 3.43438 -0.92282 0.31930 0.393
H -1.06005 -0.88000 1.15254 0.248
H 0.45773 1.82711 -0.02115 0.435
H -2.91579 -1.10194 0.74920 0.299
H -1.02115 1.62729 1.22960 0.302
```

Values from the calculation:
Kohn-Sham gap (spin up / spin down)   6.949 / 7.930 eV
<S²>   2.01
2S+1   3
Charge   0
Energy above the lowest of the compared OMol25 structures with the same formula, charge and spin   347.1 kJ/mol

=====

Density functional theory data (the ωB97M-V functional and the def2-TZVPD basis) for C36H39CsN4O2SSe2 as an isolated structure.

The geometry in XYZ format:
```
85
Properties=species:S:1:pos:R:3:mulliken_charge:R:1
Cs -0.56071 -0.51500 -0.01651 1.443
Se -0.66488 -0.50046 -5.75286 0.065
Se 1.32901 -2.00199 -3.06465 0.026
S -2.49046 1.43910 -2.54662 -0.288
O 6.01728 1.86830 -1.32250 -0.409
O 1.33582 -2.46510 0.38399 -0.575
N -3.66748 2.66668 -0.51234 -0.182
N -4.04479 3.56414 -2.60445 -0.023
N 4.26391 -0.03324 -0.93031 0.101
N -0.46314 2.91284 0.76933 -0.059
C -6.70577 6.62232 -1.51022 -0.481
C 5.77823 -1.67762 -1.94306 0.083
C -5.50136 6.48424 -0.83654 -0.680
C 5.04726 -3.31834 1.89853 -0.704
C 3.88060 -4.00712 2.35810 -0.471
C 0.64785 1.63708 5.29421 -0.624
C -4.93580 4.59058 -2.20610 -0.017
C 6.41863 0.63772 -1.73542 0.915
C 5.49746 -0.39196 -1.51164 -0.410
C 3.63707 -1.93531 0.49735 0.350
C 6.99063 -1.95570 -2.55668 -0.870
C 0.80608 -3.86956 -3.00716 -0.977
C -6.14562 4.72788 -2.88261 -0.449
C 0.65691 -1.93172 -5.92777 -0.925
C 2.64330 -3.70122 1.90578 -0.600
C 0.82803 0.30573 4.93745 -0.592
C 6.90318 2.95528 -1.52656 -0.965
C -7.01939 5.74664 -2.54112 -0.581
C 7.62773 0.35890 -2.35430 -0.488
C -1.26859 4.28897 2.53291 -0.597
C -3.44839 2.62330 -1.83163 -0.135
C -1.28566 5.11795 0.29196 -0.673
C 0.01859 0.74115 2.64050 -0.226
C -4.60809 5.48297 -1.18981 0.134
C 3.40483 -0.78390 -0.23393 -0.306
C 4.92510 -2.31896 0.99532 -0.554
C -0.15870 2.07804 3.05248 0.646
C 0.16331 2.51960 4.34493 -0.742
C -1.57023 5.29897 1.64066 -0.261
C -0.64709 3.10765 2.08823 -0.326
C 7.91226 -0.94179 -2.75473 -0.721
C 1.81464 -1.86324 -4.94914 -0.779
C 2.44944 -2.68252 0.89939 0.180
C -1.97804 -1.48193 -4.70838 -0.771
C 0.52460 -0.10356 3.64325 -0.313
C -0.77026 3.88949 -0.08161 -0.522
H 6.01495 -3.57639 2.30619 0.416
H 7.84350 2.80170 -0.99165 0.377
H -0.59086 3.66792 -1.13054 0.464
H 8.86042 -1.15338 -3.23077 0.388
H -2.82355 -0.81284 -4.56112 0.300
H 2.33006 -0.90639 -5.02752 0.352
H -3.15664 2.02696 0.07062 0.104
H 8.35008 1.14297 -2.52558 0.402
H -4.24571 3.36582 -0.07930 0.263
H -0.13214 -4.03448 -3.53324 0.355
H -1.50237 4.40868 3.58135 0.390
H 0.90221 1.98846 6.28726 0.365
H -2.29835 -2.36787 -5.25225 0.371
H 2.40233 -0.37320 -0.23302 0.334
H -7.95533 5.84966 -3.07472 0.365
H 0.07791 3.56870 4.61296 0.274
H 1.21895 -0.40634 5.65854 0.349
H 0.73593 -1.14895 3.40695 0.313
H 5.04148 -2.45481 -1.79233 0.556
H -1.46163 5.89559 -0.44130 0.594
H -7.39445 7.41113 -1.23775 0.390
H -3.93568 3.38948 -3.59051 0.261
H 1.58946 -4.49591 -3.42869 0.339
H 3.95403 0.90104 -1.15422 0.351
H 3.99700 -4.79055 3.09822 0.380
H -3.64760 5.40281 -0.69394 0.443
H 7.10637 3.10383 -2.58977 0.387
H 1.03860 -1.86865 -6.94787 0.436
H -6.39604 4.02971 -3.67215 0.446
H 6.40152 3.83123 -1.12662 0.256
H 7.20782 -2.96401 -2.88216 0.405
H 0.12160 -2.87806 -5.83907 0.295
H 0.68387 -4.10622 -1.95194 0.307
H 1.76221 -4.22281 2.25590 0.483
H -1.55985 -1.74787 -3.74100 0.072
H -2.01791 6.22059 1.99466 0.426
H -5.24299 7.17259 -0.04224 0.401
H 2.53820 -2.65342 -5.16206 0.464
H 5.80000 -1.76042 0.69116 0.478
```

Values from the calculation:
Kohn-Sham gap   5.314 eV
Charge   0
Energy above the lowest of the compared OMol25 structures with the same formula, charge and spin   281.6 kJ/mol

=====

Density functional theory data (the ωB97M-V functional and the def2-TZVPD basis) for a 12-piece molecular cluster, C52H112Br4N12O2 overall at a distorted geometry.

The geometry in XYZ format:
```
182
Properties=species:S:1:pos:R:3:mulliken_charge:R:1
Br -27.66819 13.03377 -17.91130 -0.739
Br -34.65083 12.80245 -17.52121 -0.727
Br -35.76392 8.84524 -23.01217 -0.776
Br -32.93146 13.84089 -25.14816 -0.691
O -35.02520 14.37267 -22.66811 -0.553
O -34.42944 8.77883 -26.14294 -0.455
N -26.89690 13.78039 -28.98173 0.333
N -28.47069 12.74501 -27.59943 0.564
N -26.11686 14.98771 -23.79074 0.288
N -32.05757 11.03440 -22.36679 0.822
N -32.06449 10.98296 -12.63174 0.164
N -32.69288 10.05994 -28.73786 0.159
N -27.71099 2.91874 -21.48068 0.277
N -26.68226 15.65694 -21.71233 0.278
N -29.95405 16.66782 -16.11128 0.420
N -31.31014 11.01757 -14.72637 0.245
N -37.72794 13.42502 -21.01281 0.052
N -31.38501 12.21425 -20.60479 0.500
C -24.53728 14.06767 -25.52952 -1.118
C -26.08297 16.02889 -22.89459 -0.239
C -35.29658 13.09631 -22.11658 0.677
C -31.74490 14.97046 -16.33346 0.168
C -29.55321 12.61851 -26.61700 -0.695
C -32.69529 10.76472 -14.72278 -0.334
C -32.16155 10.99899 -11.17956 -0.610
C -28.71886 1.86073 -21.98761 -0.984
C -32.67659 12.34524 -10.61589 -1.012
C -28.55642 17.14732 -16.63097 -0.383
C -27.01125 14.31946 -21.81649 -0.402
C -38.48962 12.27230 -21.71847 -0.852
C -27.79535 11.76313 -28.24819 -0.160
C -28.01961 13.92213 -28.23406 -0.605
C -30.79714 17.85114 -15.68821 -0.970
C -34.73044 9.91661 -26.91642 -0.345
C -38.37007 13.79915 -19.59262 -0.793
C -32.10486 10.39950 -23.62565 -0.986
C -26.03297 14.71824 -29.71729 -0.430
C -26.75693 12.36099 -28.96852 -0.903
C -30.74747 15.81477 -17.19833 -0.173
C -30.47827 11.23649 -15.91196 -0.697
C -26.30170 18.28754 -15.96840 -0.556
C -31.01771 11.85469 -21.90081 -0.575
C -26.86954 16.51810 -20.62707 -0.995
C -31.25904 14.94145 -14.86350 -0.052
C -31.70214 9.42875 -27.74474 -0.673
C -30.83994 13.26900 -19.84763 1.177
C -26.60449 19.56858 -16.60345 -1.151
C -34.27101 9.86181 -28.39105 -0.877
C -32.34791 11.31756 -20.16108 -0.039
C -25.69791 15.03990 -25.19139 -0.431
C -30.98739 11.28204 -13.39633 -0.154
C -29.03140 6.23534 -23.05804 -0.415
C -27.03781 1.99827 -19.23452 -0.672
C -26.63913 13.90257 -23.12778 -0.611
C -26.78187 15.38778 -30.90115 -1.121
C -26.28216 2.28909 -21.58662 -0.575
C -32.43966 9.43427 -30.09144 -0.873
C -32.57809 11.59750 -28.67969 -0.644
C -28.98301 5.16319 -21.92310 -0.402
C -25.84327 1.78103 -20.12398 -0.489
C -30.28828 7.10691 -22.93835 -1.368
C -29.93455 15.67367 -14.89164 -0.846
C -37.90646 14.76606 -21.80761 -0.956
C -36.18191 13.11128 -20.87257 -0.845
C -27.80568 4.19675 -22.27330 -1.014
C -27.64648 17.61750 -15.48479 -0.893
C -33.16964 10.78370 -13.42214 -0.463
C -31.58826 14.53571 -20.35718 -1.030
C -32.83673 10.71165 -21.25757 -0.849
C -27.97098 3.13498 -19.95484 -0.737
H -25.95993 17.09063 -20.44566 0.372
H -31.65957 17.49211 -15.12660 0.369
H -38.11010 12.04613 -22.71491 0.351
H -26.64666 12.90396 -23.53901 0.574
H -29.68154 2.21702 -21.62099 0.356
H -32.04174 15.25904 -14.17458 0.404
H -27.39308 16.71567 -14.92748 0.361
H -34.29978 12.87196 -21.73690 -0.359
H -30.29691 7.74584 -22.05529 0.354
H -26.54396 14.88916 -25.86190 0.161
H -31.22634 6.55676 -22.86430 0.412
H -25.01609 2.40071 -19.77775 0.326
H -32.80397 11.51862 -19.20297 0.049
H -37.37724 15.56300 -21.28521 0.358
H -30.70115 9.79471 -27.97320 0.329
H -34.92896 8.79629 -25.32332 0.084
H -31.65640 11.88558 -29.18525 0.350
H -30.44009 7.78290 -23.77983 0.278
H -28.81706 17.91032 -17.36445 0.418
H -37.43097 14.54796 -22.76387 0.392
H -33.48225 11.94555 -29.17914 0.372
H -30.47817 12.97931 -27.06686 0.270
H -32.29446 8.38479 -29.83530 0.366
H -29.16459 5.71629 -24.00722 0.347
H -34.84027 10.41870 -29.13530 0.613
H -26.30235 1.54788 -22.38555 0.422
H -27.49536 4.05957 -19.62770 0.439
H -37.61382 14.33193 -19.01613 0.348
H -31.12110 10.49625 -24.08496 0.282
H -28.13284 6.84078 -23.17685 0.324
H -38.97759 14.89643 -21.96186 0.430
H -28.10974 16.26210 -17.08372 0.243
H -31.15461 10.70451 -10.88383 0.374
H -31.77364 14.50611 -21.43089 0.529
H -31.60730 8.34319 -27.77056 0.436
H -28.64337 1.71934 -23.06576 0.337
H -28.06512 10.73561 -28.05371 0.513
H -29.95682 4.67548 -21.87911 0.378
H -34.40453 14.18257 -23.37538 0.054
H -32.02667 13.18775 -10.85227 0.289
H -24.92957 13.07006 -25.72698 0.324
H -33.20209 10.69457 -15.67390 0.433
H -32.75222 15.34348 -16.51858 0.481
H -25.56637 2.97644 -22.03751 0.369
H -26.96160 14.82038 -31.81431 0.325
H -38.39905 11.31813 -21.19937 0.372
H -39.55966 12.47363 -21.66762 0.379
H -27.39564 13.92138 -20.88904 0.467
H -25.54480 16.93687 -23.12338 0.399
H -25.54118 0.73436 -20.16049 0.297
H -23.79325 13.97257 -24.73865 0.370
H -27.57207 19.99547 -16.33952 0.319
H -27.88555 3.89931 -23.31889 0.300
H -36.18036 12.13515 -20.38752 0.382
H -28.58283 14.80596 -27.97326 0.481
H -32.55837 14.59061 -19.86326 0.209
H -35.82301 13.83325 -20.13905 0.189
H -31.81425 13.89205 -16.47608 -0.253
H -27.73499 15.67410 -30.45652 0.315
H -29.76117 13.24865 -20.00235 -0.524
H -34.56683 8.83316 -28.59712 0.413
H -26.30131 16.28303 -31.29573 0.368
H -31.07874 18.41641 -16.57662 0.331
H -30.04776 11.60956 -12.97653 0.397
H -25.36897 16.05201 -25.42705 0.342
H -32.64930 10.98366 -24.36757 0.255
H -32.81786 10.27393 -10.69826 0.323
H -27.56865 1.04958 -19.31384 0.310
H -27.56375 17.28177 -20.97778 0.406
H -30.93000 13.94150 -14.58079 -0.573
H -29.09843 15.02362 -15.14936 0.492
H -34.15819 10.60335 -13.02637 0.464
H -29.70773 11.97839 -15.70232 0.326
H -33.00506 9.64079 -31.00015 0.332
H -31.95816 9.81792 -26.75930 0.085
H -25.74713 20.22828 -16.46995 0.367
H -29.90917 10.31561 -16.03920 0.363
H -24.20034 14.45946 -26.48924 0.372
H -26.02963 11.84970 -29.58173 0.510
H -27.16876 16.13633 -19.65095 0.311
H -30.04344 15.17936 -17.73564 -0.269
H -26.82565 4.66311 -22.17257 0.392
H -30.25002 12.19902 -22.57793 0.602
H -35.81653 10.00886 -26.91745 0.533
H -25.69770 18.43486 -15.07309 0.364
H -28.92798 5.51584 -20.89320 0.483
H -31.07749 11.55747 -16.76402 0.072
H -31.32770 16.33200 -17.96247 0.382
H -34.34163 10.78837 -26.39014 0.145
H -29.39509 13.20988 -25.71513 0.330
H -26.70888 19.57812 -17.68840 0.245
H -31.03297 15.46112 -20.20430 0.323
H -33.09334 12.37952 -9.60930 0.384
H -32.49651 9.39273 -23.77094 0.373
H -30.85411 13.07335 -18.77543 -0.717
H -26.73078 2.38115 -18.26126 0.378
H -25.01173 14.35639 -29.83659 0.485
H -30.18193 18.39821 -14.97383 0.365
H -38.53646 12.82441 -19.13406 0.387
H -28.17995 18.32436 -14.84929 0.341
H -29.68269 11.55780 -26.40199 0.115
H -39.32203 14.32835 -19.63510 0.329
H -31.47647 9.86086 -30.37145 0.372
H -33.64439 10.00558 -21.38225 0.430
H -32.58260 12.01761 -27.67391 0.113
H -25.81446 17.56114 -16.61882 0.371
H -28.40936 0.95648 -21.46354 0.488
H -33.59187 12.56429 -11.16577 0.344
H -29.65320 16.14363 -13.94926 0.538
H -35.61407 12.35935 -22.85428 0.352
H -29.02202 3.12863 -19.66608 0.383
H -25.96266 15.46584 -28.92720 0.249
```

Values from the calculation:
Kohn-Sham gap   5.285 eV
Charge   +4